# C49H36Cl4MnN4OS2Sb

C49H36Cl4MnN4OS2Sb as an isolated structure (wB97M-V/def2-TZVPD, the OMol25 dataset).

Last column: Mulliken charge in e.
Element x y z (Å)
Mn (-0.19105, -0.42067, 0.10867)  -0.777
Cl (-6.83935, 0.75623, -6.42753)  -0.215
C (-5.59202, 0.68973, -5.21991)  0.390
C (-5.59984, 1.60888, -4.18273)  -0.952
C (-4.61542, 1.53769, -3.21159)  -0.292
C (-3.61951, 0.56423, -3.27273)  -0.369
C (-3.62094, -0.33193, -4.33790)  -0.013
C (-4.60677, -0.27756, -5.31119)  -0.971
C (-2.59319, 0.44026, -2.20806)  1.577
C (-3.02415, 0.21814, -0.86839)  -0.222
C (-4.32179, 0.24087, -0.34872)  -0.685
C (-4.21348, 0.09940, 1.03689)  -1.677
C (-2.85518, -0.00674, 1.30887)  -0.062
C (-2.11606, -0.37581, 2.52678)  0.734
C (-1.77662, 0.45841, 3.51643)  -0.337
C (-2.33294, 1.80565, 3.61803)  -1.073
C (-1.69744, 2.92500, 3.99299)  -0.813
C (-0.28656, 3.14228, 4.29646)  0.856
Cl (0.06584, 4.79599, 4.77144)  -0.228
C (0.73284, 2.29367, 4.19226)  -1.026
C (0.64559, 0.86228, 3.74894)  -1.131
C (-1.40679, -1.64868, 2.41552)  -0.450
N (-0.65392, -1.94007, 1.40655)  0.005
C (-0.02668, -3.18423, 1.64691)  -0.318
C (1.10535, -3.62195, 0.84782)  1.045
C (1.47194, -5.05510, 0.99107)  -0.349
C (0.52548, -6.02039, 0.64653)  -0.058
C (0.82751, -7.37065, 0.68983)  -0.975
C (2.09093, -7.76893, 1.09600)  0.399
Cl (2.48146, -9.46188, 1.14484)  -0.218
C (3.03923, -6.83738, 1.47804)  -0.947
C (2.72140, -5.48781, 1.42935)  -0.145
C (1.79641, -2.75140, 0.06921)  0.521
C (3.15913, -2.95928, -0.43676)  -1.168
C (3.55140, -1.84337, -1.05404)  -1.576
C (2.39053, -0.95225, -1.13029)  -0.038
N (1.38946, -1.48308, -0.35895)  0.932
C (2.23739, 0.07263, -2.03110)  1.240
C (0.93072, 0.49979, -2.41444)  0.540
C (0.59776, 1.06725, -3.69566)  -1.556
C (-0.75282, 1.03899, -3.79972)  -1.550
C (-1.27541, 0.52183, -2.56538)  0.052
N (-0.18894, 0.21985, -1.73921)  0.545
C (3.37943, 0.61173, -2.81828)  -0.885
C (3.64435, 1.98024, -2.78407)  0.420
C (4.68952, 2.53195, -3.50678)  -1.188
C (5.48465, 1.70183, -4.27950)  0.404
Cl (6.81445, 2.37604, -5.17451)  -0.222
C (5.23086, 0.34366, -4.35740)  -1.026
C (4.17594, -0.19074, -3.63225)  -0.283
C (-0.43854, -3.68778, 2.83036)  -1.510
C (-1.29398, -2.66269, 3.47847)  0.754
N (-2.13060, 0.05362, 0.16849)  0.898
H (-6.36568, 2.37075, -4.14201)  0.404
H (-4.60410, 2.26309, -2.40836)  0.590
H (-2.84856, -1.08827, -4.39605)  0.485
H (-4.61440, -0.98048, -6.13243)  0.418
H (-5.22995, 0.34768, -0.91768)  0.677
H (-5.01073, 0.08166, 1.76236)  0.603
H (-3.36673, 1.90765, 3.31159)  0.486
H (-2.29023, 3.83181, 4.00736)  0.484
H (1.72914, 2.66566, 4.39376)  0.527
H (1.53170, 0.32994, 4.09216)  0.850
H (-0.45909, -5.70660, 0.32216)  0.464
H (0.09382, -8.11124, 0.40329)  0.412
H (4.01117, -7.16391, 1.82098)  0.405
H (3.44807, -4.76587, 1.77845)  0.631
H (3.75473, -3.83935, -0.26895)  0.598
H (4.52170, -1.63692, -1.47314)  0.732
H (1.31193, 1.41346, -4.42423)  0.563
H (-1.35536, 1.37227, -4.62931)  0.608
H (3.02310, 2.62472, -2.17345)  0.331
H (4.88857, 3.59419, -3.47140)  0.471
H (5.84441, -0.28463, -4.98820)  0.413
H (3.95230, -1.24589, -3.72751)  0.634
H (-0.12189, -4.61400, 3.28079)  0.623
H (-2.18560, -2.94644, 4.02628)  0.697
C (0.83995, 5.03299, -1.85639)  -1.476
Sb (0.66726, 3.48109, -0.35012)  0.861
C (-0.58012, 4.62641, 0.96740)  -1.033
C (2.51836, 4.00501, 0.59917)  -1.284
H (1.62894, 5.74053, -1.59962)  0.433
H (-0.10513, 5.57240, -1.92809)  0.455
H (1.05763, 4.59459, -2.83095)  0.318
H (0.03146, 5.20192, 1.66147)  0.366
H (-1.22304, 3.95323, 1.53195)  -0.062
H (-1.19707, 5.30689, 0.38059)  0.510
H (2.46722, 5.04327, 0.92758)  0.446
H (3.35301, 3.88818, -0.09271)  0.402
H (2.67056, 3.35055, 1.45555)  0.277
C (-1.83976, 0.22055, 6.41682)  -0.787
O (-0.68409, 0.61888, 5.68966)  -0.433
C (-0.58566, 0.14205, 4.37817)  1.183
S (-0.16286, -1.66497, 4.57506)  -0.367
S (0.78296, 0.98524, 1.90316)  0.170
H (-2.44070, 1.10502, 6.62932)  0.281
H (-1.52325, -0.24453, 7.34928)  0.301
H (-2.44357, -0.49639, 5.85656)  0.326

F_max (Eh/bohr): 0.01015
⟨S²⟩: 6.060
Frontier orbital gap (alpha / beta) (eV): 5.38 / 5.41
Total charge: 0
2S+1: 5
E_LUMO (alpha / beta) (eV): -1.50 / -1.56
Energy (eV): -169022.31746
HOMO level (alpha / beta) (Eh): -0.253 / -0.256